No. 1
A molecular structure, C17H25IrN2O4, computed with ωB97M-V/def2-TZVPD.

The total charge is +1. The maximum force is 0.0892 Eh/bohr. Its spin multiplicity is 2. The energy above the lowest of the compared OMol25 structures with the same formula, charge and spin comes out at 121.5 kJ/mol. The HOMO energy (spin up / spin down) is -10.70 / -10.70 eV. For the HOMO-LUMO gap (spin up / spin down), the calculation gives 6.3882 / 6.2523 eV. The value obtained for the electronic energy is -32035.124 eV. The LUMO energy (spin up / spin down) comes out at -4.3 / -4.4 eV.

XYZ file:
```
49
C17H25IrN2O4 | the Open Molecules 2025 dataset | ωB97M-V/def2-TZVPD
Ir -1.184 1.320 -0.548
C -1.896 -1.358 -3.748
C -2.174 -0.839 -2.369
O -2.018 0.398 -2.173
C -2.603 -1.751 -1.348
C -3.007 -3.057 -1.677
C -3.377 -3.962 -0.718
C -3.336 -3.586 0.633
C -2.946 -2.326 0.997
C -2.588 -1.350 0.031
O -2.295 -0.167 0.471
H -1.438 -0.576 -4.348
H -2.829 -1.666 -4.225
H -1.237 -2.222 -3.694
H -3.052 -3.363 -2.714
H -3.692 -4.957 -1.000
H -3.619 -4.299 1.397
H -2.908 -2.015 2.033
C -0.680 2.355 3.019
C -0.518 3.329 1.824
C 0.858 4.025 1.898
C -1.627 4.402 1.883
N -0.616 2.627 0.626
H -0.573 2.902 3.955
H 0.076 1.570 2.974
H -1.663 1.887 2.984
H 0.895 4.643 2.792
H 1.010 4.657 1.023
H 1.661 3.288 1.948
H -1.500 4.981 2.795
H -2.609 3.931 1.891
H -1.560 5.067 1.023
O 0.324 -1.765 -0.747
C 1.084 -0.881 -0.433
O 0.932 0.396 -0.606
C 2.460 -1.247 0.226
N 3.215 0.042 0.428
C 4.425 0.026 -0.452
C 4.064 -0.992 -1.526
C 3.341 -2.068 -0.711
H 2.254 -1.747 1.170
H 3.430 0.252 1.397
H 2.466 0.716 0.072
H 5.277 -0.326 0.127
H 4.632 1.026 -0.826
H 4.946 -1.367 -2.038
H 3.390 -0.553 -2.264
H 4.065 -2.650 -0.137
H 2.743 -2.750 -1.311
```

=====

No. 2
A single C3H5N3O molecule, computed with ωB97M-V/def2-TZVPD.

The maximum force is 0.0242 Eh/bohr. The energy above the lowest of the compared OMol25 structures with the same formula, charge and spin comes out at 282.2 kJ/mol. The HOMO energy is -8.80 eV. For the HOMO-LUMO gap, the calculation gives 9.4533 eV. Its structure (SMILES) is C/N=c1\nc[nH]o1. The value obtained for the electronic energy is -9707.659 eV. The LUMO energy comes out at 0.7 eV.

XYZ file:
```
12
C3H5N3O | the Open Molecules 2025 dataset | ωB97M-V/def2-TZVPD
C -2.554 0.273 -0.004
C -0.273 -0.207 0.002
C 1.529 0.934 0.006
H -3.061 0.211 0.952
H -2.278 1.312 -0.303
H -3.306 -0.085 -0.746
H 2.257 1.728 0.102
H 2.672 -0.739 0.481
N -1.448 -0.649 0.017
N 0.248 1.075 0.025
N 1.954 -0.348 -0.136
O 0.777 -1.122 0.018
```

=====

No. 3
A molecular structure, C39H55F3O2P2PtSiTe4, computed with ωB97M-V/def2-TZVPD.

The maximum force is 0.0262 Eh/bohr. The energy above the lowest of the compared OMol25 structures with the same formula, charge and spin comes out at 309.1 kJ/mol. The HOMO energy (spin up / spin down) is -6.78 / -6.77 eV. For the HOMO-LUMO gap (spin up / spin down), the calculation gives 4.0090 / 3.9980 eV. The value obtained for the electronic energy is -112461.153 eV. The LUMO energy (spin up / spin down) comes out at -2.8 / -2.8 eV.

XYZ file:
```
107
C39H55F3O2P2PtSiTe4 | the Open Molecules 2025 dataset | ωB97M-V/def2-TZVPD
Pt -0.312 -1.103 0.909
C -3.508 -1.708 -0.733
Si -2.338 -0.475 -0.011
C -1.797 0.707 -1.382
C -2.584 1.795 -1.776
C -2.167 2.644 -2.792
C -0.947 2.418 -3.416
C -0.152 1.346 -3.027
C -0.577 0.485 -2.012
P 0.225 -1.109 -1.528
C -0.486 -2.001 -3.044
C -0.642 -3.522 -3.025
C -1.562 -3.974 -4.176
C -1.384 -3.128 -5.444
C 0.038 -2.586 -5.490
C 0.275 -1.599 -4.333
C 2.075 -1.062 -1.638
C 2.821 -0.098 -2.578
C 4.297 -0.522 -2.621
C 4.944 -0.473 -1.237
C 4.149 -1.314 -0.234
C 2.687 -0.866 -0.237
C -3.175 0.586 1.285
C -4.566 0.709 1.270
C -5.231 1.468 2.226
C -4.497 2.100 3.214
C -3.112 1.970 3.249
C -2.436 1.218 2.291
P -0.592 1.080 2.197
C -0.090 1.803 3.834
C 1.388 2.247 3.917
C 2.353 1.219 4.493
C 1.832 0.639 5.801
C 0.475 -0.005 5.551
C -0.547 1.020 5.075
C -0.310 2.521 1.040
C 1.028 2.423 0.297
C 1.178 3.551 -0.723
C 0.997 4.922 -0.076
C -0.367 5.000 0.607
C -0.492 3.908 1.673
H -4.161 -1.202 -1.451
H -4.122 -2.189 0.032
H -2.953 -2.491 -1.256
H -3.530 1.981 -1.274
H -2.789 3.479 -3.092
H -0.611 3.072 -4.211
H 0.797 1.192 -3.518
H -1.499 -1.588 -3.072
H -1.099 -3.841 -2.102
H 0.336 -3.998 -3.101
H -2.602 -3.926 -3.845
H -1.342 -5.021 -4.395
H -2.082 -2.285 -5.447
H -1.596 -3.724 -6.333
H 0.226 -2.074 -6.436
H 0.742 -3.420 -5.424
H -0.048 -0.608 -4.650
H 1.343 -1.566 -4.136
H 2.298 -2.095 -1.930
H 2.744 0.923 -2.189
H 2.435 -0.095 -3.594
H 4.841 0.125 -3.313
H 4.360 -1.544 -3.009
H 4.971 0.566 -0.891
H 5.974 -0.830 -1.294
H 4.568 -1.206 0.768
H 4.198 -2.372 -0.505
H 2.651 0.191 0.041
H 2.130 -1.429 0.512
H -5.137 0.204 0.498
H -6.309 1.567 2.194
H -4.992 2.697 3.970
H -2.581 2.465 4.051
H -0.665 2.728 3.807
H 1.418 3.139 4.555
H 1.743 2.552 2.935
H 3.326 1.695 4.643
H 2.495 0.405 3.780
H 1.736 1.430 6.555
H 2.533 -0.108 6.179
H 0.103 -0.493 6.455
H 0.596 -0.778 4.789
H -0.718 1.744 5.882
H -1.498 0.521 4.887
H -1.102 2.395 0.300
H 1.065 1.463 -0.217
H 1.867 2.455 0.999
H 0.424 3.428 -1.502
H 2.159 3.485 -1.202
H 1.084 5.704 -0.833
H 1.786 5.091 0.665
H -1.158 4.881 -0.141
H -0.495 5.978 1.076
H -1.471 3.977 2.152
H 0.279 4.088 2.426
Te 0.482 -3.331 2.257
Te 2.593 -2.552 3.588
Te -1.987 -2.792 5.773
Te -1.804 -2.143 3.223
F -0.970 -6.688 -0.416
C 0.203 -6.061 -0.284
F 1.045 -6.555 -1.204
F 0.699 -6.406 0.928
C 0.079 -4.495 -0.361
O -1.047 -4.039 -0.086
O 1.146 -3.908 -0.602
```

=====

No. 4
5 unconnected molecules or ions with the total composition C21H46BBrFN3O15S4, computed with ωB97M-V/def2-TZVPD.

The maximum force is 0.0547 Eh/bohr. The energy above the lowest of the compared OMol25 structures with the same formula, charge and spin comes out at 0.0 kJ/mol. The HOMO energy is -10.19 eV. For the HOMO-LUMO gap, the calculation gives 10.3866 eV. Its structure (SMILES) is C[C@H](F)[C@](C#N)(OB(O)O)[C@@](N)(C#N)CCCBr.CCOS(C)(=O)=O.CCOS(C)(=O)=O.CCOS(C)(=O)=O.CCOS(C)(=O)=O. The value obtained for the electronic energy is -174484.541 eV. The LUMO energy comes out at 0.2 eV.

XYZ file:
```
92
C21H46BBrFN3O15S4 | the Open Molecules 2025 dataset | ωB97M-V/def2-TZVPD
C 0.892 -4.192 1.561
C 0.525 -3.935 0.137
F 1.555 -4.421 -0.644
C 0.391 -2.439 -0.179
C 0.843 -2.190 -1.546
N 1.202 -1.992 -2.636
O 1.163 -1.701 0.747
B 2.222 -0.959 0.238
O 1.996 0.392 0.064
O 3.439 -1.522 0.032
C -1.081 -1.930 -0.018
N -1.303 -1.632 1.396
C -1.163 -0.670 -0.798
N -1.217 0.241 -1.522
C -2.126 -2.866 -0.567
C -3.518 -2.290 -0.556
C -4.591 -3.181 -1.161
Br -4.330 -5.088 -0.882
H 0.765 -5.247 1.721
H 0.282 -3.601 2.219
H 1.936 -3.982 1.692
H -0.339 -4.512 -0.145
H 2.438 0.707 -0.726
H 3.986 -0.886 -0.422
H -2.297 -1.615 1.578
H -0.993 -0.690 1.570
H -1.876 -3.235 -1.551
H -2.131 -3.732 0.076
H -3.575 -1.348 -1.077
H -3.814 -2.083 0.460
H -4.722 -2.997 -2.210
H -5.521 -2.944 -0.686
O -3.467 -3.818 3.190
S -2.670 -4.448 4.197
O -1.765 -5.502 3.859
O -3.624 -4.936 5.373
C -4.753 -5.762 5.019
C -4.356 -7.199 4.746
C -1.801 -3.219 5.109
H -5.277 -5.324 4.168
H -5.424 -5.714 5.875
H -3.752 -7.279 3.844
H -5.246 -7.815 4.616
H -3.767 -7.597 5.572
H -2.499 -2.441 5.402
H -1.035 -2.815 4.450
H -1.345 -3.686 5.978
O 0.757 4.542 -3.395
S 1.645 3.428 -3.265
O 2.549 3.351 -2.157
O 2.476 3.284 -4.617
C 3.161 4.454 -5.114
C 4.448 4.742 -4.366
C 0.748 1.923 -3.378
H 2.486 5.311 -5.091
H 3.377 4.239 -6.158
H 4.248 5.042 -3.338
H 4.996 5.543 -4.852
H 5.079 3.855 -4.331
H 0.100 1.961 -4.248
H 0.157 1.824 -2.475
H 1.455 1.101 -3.458
O -7.067 1.083 1.568
S -6.117 0.515 2.471
O -5.172 -0.454 2.006
O -6.890 -0.082 3.724
C -7.971 -1.003 3.469
C -7.475 -2.392 3.116
C -5.262 1.796 3.321
H -8.623 -0.601 2.692
H -8.546 -1.034 4.393
H -6.968 -2.399 2.152
H -8.313 -3.087 3.065
H -6.764 -2.748 3.862
H -5.989 2.503 3.708
H -4.607 2.279 2.600
H -4.678 1.354 4.124
O 7.121 5.956 -3.692
S 7.838 7.194 -3.668
O 8.026 7.942 -4.870
O 9.250 6.953 -2.974
C 10.074 5.886 -3.485
C 10.776 6.262 -4.775
C 7.159 8.246 -2.432
H 9.474 4.982 -3.605
H 10.806 5.689 -2.704
H 10.066 6.382 -5.591
H 11.488 5.486 -5.053
H 11.307 7.207 -4.660
H 7.057 7.682 -1.509
H 6.185 8.572 -2.788
H 7.817 9.100 -2.300
```

=====

- Among the records above, which one has the lowest electronic energy?
  C21H46BBrFN3O15S4